Record 1
C5H7N4S | the ωB97M-V functional and the def2-TZVPD basis

The geometry in XYZ format:
```
17
Properties=species:S:1:pos:R:3:forces:R:3:mulliken_charge:R:1
C 3.459 -0.318 0.037 -3.3 -1.9 0.7 -0.08
C 1.423 -1.169 0.073 -0.7 1.1 -0.4 0.28
C 1.110 0.159 -0.282 0.9 -2.2 1.5 0.17
C 0.369 -2.204 0.135 -0.2 3.4 -1.5 -0.06
C -1.007 -0.632 -0.886 0.5 -1.4 -2.4 -0.56
N 2.715 -1.425 0.253 2.2 1.1 -0.4 -0.61
N -0.792 -1.972 -0.338 0.5 0.5 0.4 -0.50
N -0.171 0.483 -0.568 -0.5 3.2 -0.5 -0.10
N -0.782 1.602 0.438 4.4 -1.8 1.4 -0.31
S 2.542 1.051 -0.299 0.2 1.4 -0.8 -0.08
H 4.484 -0.202 0.148 1.7 -0.2 0.2 0.48
H 0.707 -3.085 0.514 0.2 -2.8 1.1 0.50
H -0.857 -0.631 -2.030 -0.4 -0.7 1.5 0.34
H -2.015 -0.408 -0.726 -1.6 0.6 0.2 0.44
H -1.754 1.596 0.324 -2.1 -0.3 0.6 0.33
H -0.445 2.554 0.285 0.2 -0.1 -0.9 0.34
H -0.260 1.327 1.337 -2.1 0.4 -0.7 0.42
```
Forces are in eV/Å.

Results
ΔE to the lowest compared entry with this formula, charge and spin = 80.27 kcal/mol
E_LUMO = -4.49 eV
net charge = +1
SMILES string = [NH3+]N1CN=Cc2ncsc21
strongest force on any atom = 0.0973 hartree/bohr
orbital gap = 8.4 eV
energy = -811.5730 Eh

=====

Record 2
C3HCl2NS | the ωB97M-V functional and the def2-TZVPD basis

The geometry in XYZ format:
```
8
Properties=species:S:1:pos:R:3:forces:R:3:mulliken_charge:R:1
C -1.402 -1.564 0.705 0.1 0.4 0.1 0.11
C -0.338 -0.703 0.501 0.9 -0.2 2.0 0.38
C 0.674 1.482 -0.960 1.8 1.3 0.7 -0.20
N -2.331 -2.220 0.892 -0.5 -0.5 0.0 -0.34
S -0.382 0.183 -0.935 -1.4 -1.1 -2.0 -0.07
Cl 0.943 -0.746 1.661 -0.5 -0.3 -0.4 -0.12
Cl 1.997 1.728 0.100 -0.2 0.2 -0.4 -0.13
H 0.840 1.841 -1.964 -0.1 0.2 0.0 0.37
```
Forces are in eV/Å.

Results
ΔE to the lowest compared entry with this formula, charge and spin = 0.00 kcal/mol
E_LUMO (spin up / spin down) = 0.33 / -2.34 eV
<S²> = 2.017
strongest force on any atom = 0.0524 hartree/bohr
orbital gap (spin up / spin down) = 7.8 / 8.8 eV
multiplicity = 3
energy = -1488.1008 Eh

=====

Record 3
C2H2ClN3O | the ωB97M-V functional and the def2-TZVPD basis

The geometry in XYZ format:
```
9
Properties=species:S:1:pos:R:3:forces:R:3:mulliken_charge:R:1
C 1.907 -2.206 -0.218 0.6 4.4 1.6 -0.05
C 1.252 0.447 -0.406 0.7 1.4 -3.1 0.64
N 1.827 -3.299 -0.508 -0.3 -2.9 -0.8 -0.31
N -0.033 0.468 0.041 1.3 -0.7 3.1 -0.39
N 2.299 0.423 0.614 -1.0 -2.3 1.8 -0.08
O 1.599 0.678 -1.550 -0.7 -0.2 0.7 -0.52
Cl 3.834 0.771 0.332 -0.9 -0.1 -0.8 0.22
H -0.277 0.165 1.010 0.6 0.4 -1.4 0.25
H -0.786 0.473 -0.591 -0.4 0.0 -1.1 0.23
```
Forces are in eV/Å.

Results
ΔE to the lowest compared entry with this formula, charge and spin = 132.81 kcal/mol
E_LUMO (spin up / spin down) = -4.50 / -4.47 eV
strongest force on any atom = 0.0913 hartree/bohr
orbital gap (spin up / spin down) = 5.8 / 6.0 eV
energy = -776.8766 Eh

=====

Record 4
C3H11N2S2 | the ωB97M-V functional and the def2-TZVPD basis

The geometry in XYZ format:
```
18
Properties=species:S:1:pos:R:3:forces:R:3:mulliken_charge:R:1
C -0.371 -1.331 -2.071 -0.1 0.0 0.6 -0.87
S -0.802 0.435 -2.099 0.6 -0.3 -1.6 0.18
S 0.805 1.305 -2.986 -0.7 0.8 0.4 0.16
H -0.478 -1.673 -3.101 0.0 0.1 -0.1 0.39
H -1.136 -1.797 -1.444 0.1 -0.1 0.0 0.39
H 0.638 -1.548 -1.713 0.0 0.1 0.0 0.43
H 1.664 1.303 -1.934 0.2 -0.7 -0.2 0.30
C 1.107 -0.820 1.875 0.4 -0.4 -0.3 -0.92
N -1.453 1.637 0.889 0.4 0.0 0.1 -0.12
C -0.567 0.898 1.514 0.2 -0.1 0.0 0.34
N 0.221 -0.015 1.006 0.0 -0.3 0.2 0.01
H 1.565 -1.574 1.243 0.0 -0.1 0.0 0.29
H 0.560 -1.347 2.653 -0.1 0.2 0.0 0.39
H 1.928 -0.224 2.271 -0.2 0.1 0.1 0.37
H -1.599 1.564 -0.110 -0.2 0.3 0.4 0.05
H -1.820 2.432 1.394 -0.4 0.0 -0.2 0.28
H -0.466 1.045 2.585 0.0 0.1 0.0 0.41
H 0.204 -0.291 0.026 -0.2 0.4 0.6 -0.09
```
Forces are in eV/Å.

Results
ΔE to the lowest compared entry with this formula, charge and spin = 39.76 kcal/mol
E_LUMO (spin up / spin down) = -8.54 / -12.87 eV
net charge = +2
<S²> = 0.755
strongest force on any atom = 0.0346 hartree/bohr
orbital gap (spin up / spin down) = 10.3 / 6.0 eV
multiplicity = 2
energy = -1026.0830 Eh

=====

Record 5
C8H16LiN4O9 | the ωB97M-V functional and the def2-TZVPD basis

The geometry in XYZ format:
```
38
Properties=species:S:1:pos:R:3:forces:R:3:mulliken_charge:R:1
Li -0.833 -0.835 0.847 1.1 0.1 0.1 0.89
C 3.305 -0.346 1.629 -1.0 0.4 -0.3 -0.84
C 1.943 -0.286 1.327 0.7 0.2 -0.4 0.71
C 1.410 0.959 0.553 0.3 -0.1 0.1 0.71
O 0.139 1.108 0.515 -0.4 -0.6 0.0 -0.91
C 2.314 1.811 -0.049 -0.4 -0.3 0.5 -0.80
C 3.717 1.728 0.210 0.1 1.0 -0.7 0.21
C 4.225 0.599 1.104 1.2 -0.6 0.8 0.44
O 5.438 0.524 1.351 -0.4 0.3 -0.3 -0.71
O 4.495 2.576 -0.233 0.0 -0.5 0.2 -0.70
O 1.099 -1.185 1.603 -0.7 0.2 0.4 -0.93
H 3.713 -1.159 2.213 -0.1 -0.1 0.0 0.41
H 1.976 2.716 -0.542 0.0 0.0 0.0 0.47
O 0.275 -0.210 4.340 0.0 -0.2 0.0 -0.73
H 1.122 -0.062 4.768 0.0 0.1 0.0 0.31
H 0.508 -0.689 3.523 0.3 0.1 -0.3 0.43
O -1.460 -1.480 2.751 -0.7 -0.1 -0.1 -0.53
H -1.994 -2.251 2.956 0.1 -0.1 0.0 0.21
H -1.378 -0.990 3.579 0.2 0.1 0.0 0.32
O -2.795 -0.684 0.283 -0.3 0.0 -0.1 -0.43
H -3.456 -1.230 0.718 0.1 0.0 0.1 0.21
H -3.203 0.179 0.174 0.1 0.1 -0.1 0.23
C -1.124 -2.329 -1.897 0.1 0.6 -0.6 0.62
O -0.632 -2.218 -0.789 -0.2 -0.1 0.5 -0.64
N -1.561 -3.537 -2.374 0.3 0.6 0.4 -0.45
N -1.211 -1.257 -2.757 -0.2 -0.3 0.3 -0.39
H -1.507 -4.262 -1.684 -0.1 -0.4 -0.4 0.24
H -1.980 -3.620 -3.279 -0.1 -0.3 0.1 0.16
H -1.755 -1.344 -3.598 -0.1 0.1 0.1 0.20
H -1.269 -0.366 -2.282 0.2 0.1 -0.1 0.26
C -1.550 2.396 -2.265 0.5 -0.3 -0.2 0.27
O -2.301 2.720 -3.177 -0.3 0.1 0.2 -0.72
N -1.965 1.897 -1.056 -0.5 0.0 0.1 -0.25
N -0.197 2.408 -2.392 0.6 0.0 -0.2 -0.25
H -2.921 2.104 -0.824 0.0 0.2 -0.1 0.25
H -1.269 1.794 -0.311 0.2 0.0 0.0 0.42
H 0.223 2.707 -3.253 -0.3 0.0 -0.1 0.16
H 0.458 2.114 -1.681 -0.3 -0.1 0.3 0.17
```
Forces are in eV/Å.

Results
E_LUMO = 1.54 eV
net charge = -1
strongest force on any atom = 0.0306 hartree/bohr
orbital gap = 5.2 eV
energy = -1218.4138 Eh